{
  "formula": "C3H16O5",
  "method": "ωB97M-V with the def2-TZVPD basis set",
  "multiplicity": 2,
  "e_homo_ev": [-13.33, -13.32],
  "lumo_energy_ev": [-3.1, -9.7],
  "total_charge": 1,
  "orbital_gap_ev": [10.24, 3.60],
  "total_energy_ev": -13596.4713,
  "de_lowest_ev": 1.2197,
  "symbols": ["C", "O", "H", "H", "H", "H", "C", "O", "H", "H", "H", "H", "C", "O", "H", "H", "H", "H", "O", "H", "H", "O", "H", "H"],
  "positions_angstrom": [[0.561, 0.807, 3.945], [-0.286, 1.889, 4.074], [0.392, 0.043, 4.704], [0.320, 0.359, 2.981], [1.612, 1.092, 3.992], [-1.201, 1.610, 3.998], [-1.124, 1.412, 0.162], [-0.243, 2.096, -0.782], [-1.623, 0.573, -0.322], [-0.430, 0.988, 0.888], [-1.804, 1.975, 0.801], [0.522, 1.516, -0.801], [0.755, -1.336, -0.212], [1.103, -0.176, -0.965], [1.705, -1.700, 0.179], [0.149, -1.023, 0.638], [0.274, -1.971, -0.957], [1.023, -0.384, -1.899], [0.734, -1.022, -3.710], [1.456, -1.590, -3.981], [0.677, -0.361, -4.400], [-1.847, -1.393, -2.701], [-0.962, -1.060, -2.848], [-1.763, -2.343, -2.786]],
  "atomic_forces_ev_per_a": [[-0.019, -1.209, -0.293], [-0.462, 1.632, 0.322], [0.029, -0.072, 0.161], [0.589, -0.594, -0.369], [-0.214, 0.293, -0.099], [0.034, -0.100, 0.236], [1.591, 0.443, 0.997], [-3.303, 0.571, 1.272], [-0.116, -0.256, -0.622], [0.216, -0.493, -0.046], [-0.200, 0.991, -1.222], [1.848, -1.644, -0.280], [0.576, 0.369, -0.423], [-0.130, 1.800, 0.245], [-0.217, -0.592, 0.003], [-0.268, -0.437, -0.209], [-0.191, -0.642, 0.926], [0.190, -0.167, -0.736], [0.173, 0.230, 0.459], [0.261, -0.352, -0.074], [-0.114, 0.283, -0.340], [-0.363, 0.391, 0.581], [0.178, -0.165, -0.389], [-0.089, -0.281, -0.101]]
}

---

{
  "formula": "C24H28N4O3",
  "method": "ωB97M-V with the def2-TZVPD basis set",
  "multiplicity": 1,
  "e_homo_ev": -8.41,
  "lumo_energy_ev": 0.7,
  "smiles": "Cc1cc(CN(C)C(=O)c2ccc(OC3CCN(Cc4ccccn4)CC3)cc2)on1",
  "total_charge": 0,
  "orbital_gap_ev": 9.14,
  "total_energy_ev": -37444.1676,
  "de_lowest_ev": 4.0500,
  "symbols": ["C", "C", "C", "C", "C", "N", "C", "C", "O", "C", "C", "C", "C", "O", "C", "C", "C", "N", "C", "C", "C", "C", "C", "C", "N", "C", "C", "C", "C", "O", "N", "H", "H", "H", "H", "H", "H", "H", "H", "H", "H", "H", "H", "H", "H", "H", "H", "H", "H", "H", "H", "H", "H", "H", "H", "H", "H", "H", "H"],
  "positions_angstrom": [[-9.040, -2.606, 1.221], [-8.522, -1.378, 0.570], [-7.468, -0.535, 1.015], [-7.406, 0.443, 0.066], [-6.501, 1.617, -0.102], [-5.155, 1.190, -0.436], [-4.984, 0.629, -1.753], [-4.175, 1.342, 0.492], [-4.380, 1.906, 1.553], [-2.833, 0.787, 0.152], [-2.645, -0.572, -0.087], [-1.382, -1.069, -0.318], [-0.268, -0.223, -0.319], [0.916, -0.826, -0.585], [2.120, -0.074, -0.592], [2.625, 0.201, 0.833], [4.155, 0.330, 0.841], [4.586, 0.894, -0.423], [5.905, 1.507, -0.390], [7.000, 0.563, 0.044], [7.463, 0.540, 1.358], [8.423, -0.391, 1.714], [8.885, -1.277, 0.752], [8.360, -1.179, -0.526], [7.449, -0.286, -0.873], [4.431, -0.051, -1.522], [3.168, -0.895, -1.338], [-0.455, 1.132, -0.063], [-1.725, 1.622, 0.181], [-8.337, 0.203, -0.874], [-9.020, -0.921, -0.548], [-9.426, -2.368, 2.211], [-8.241, -3.336, 1.335], [-9.836, -3.031, 0.616], [-6.867, -0.635, 1.893], [-6.429, 2.172, 0.839], [-6.896, 2.264, -0.891], [-5.438, -0.364, -1.823], [-3.927, 0.554, -1.996], [-5.470, 1.278, -2.485], [-3.491, -1.243, -0.077], [-1.223, -2.120, -0.502], [1.972, 0.869, -1.134], [2.172, 1.112, 1.222], [2.319, -0.627, 1.475], [4.459, 1.002, 1.645], [4.620, -0.652, 1.035], [5.859, 2.361, 0.292], [6.119, 1.867, -1.399], [7.082, 1.245, 2.081], [8.806, -0.426, 2.724], [9.632, -2.019, 0.987], [8.683, -1.843, -1.318], [4.355, 0.543, -2.439], [5.306, -0.710, -1.617], [2.776, -1.204, -2.307], [3.377, -1.797, -0.761], [0.379, 1.816, -0.044], [-1.863, 2.671, 0.394]],
  "atomic_forces_ev_per_a": [[-0.083, -0.008, -0.072], [0.278, 0.481, -0.224], [-0.067, 0.501, -0.570], [-0.051, -0.537, 0.599], [-0.016, 0.069, 0.137], [-0.253, 0.115, -0.122], [0.072, -0.126, -0.253], [0.053, 0.035, -0.039], [0.089, 0.131, 0.283], [0.256, -0.007, 0.158], [0.077, 0.197, 0.029], [0.198, -0.014, -0.010], [-0.271, -0.046, 0.030], [-0.211, -0.139, -0.049], [0.457, 0.085, -0.009], [0.002, 0.045, -0.134], [-0.189, -0.030, 0.089], [-0.021, 0.126, 0.094], [-0.082, 0.071, 0.032], [-0.017, 0.167, 0.281], [0.044, -0.029, -0.106], [0.007, -0.047, -0.063], [-0.044, 0.064, 0.064], [0.240, -0.227, 0.108], [-0.081, 0.142, -0.395], [0.013, -0.209, -0.217], [-0.293, 0.308, 0.084], [0.350, -0.071, -0.070], [-0.323, -0.129, -0.019], [0.580, 0.664, 0.046], [-0.755, -0.973, 0.075], [-0.041, -0.050, 0.046], [-0.009, -0.070, 0.015], [-0.057, -0.084, 0.012], [0.173, 0.028, 0.215], [-0.109, -0.060, -0.235], [0.047, -0.007, 0.081], [0.010, -0.003, -0.051], [-0.108, 0.003, -0.050], [0.023, -0.026, -0.014], [-0.101, -0.083, -0.040], [0.022, -0.125, -0.014], [-0.069, -0.109, 0.056], [-0.006, 0.000, 0.049], [-0.060, -0.016, -0.002], [0.053, -0.070, 0.016], [0.025, 0.070, 0.063], [0.064, 0.003, -0.052], [0.077, 0.048, 0.070], [-0.050, 0.072, 0.048], [0.022, -0.004, 0.058], [0.060, -0.066, -0.005], [0.100, -0.092, 0.011], [0.050, -0.096, -0.043], [-0.203, 0.100, -0.071], [0.014, -0.040, 0.009], [0.003, -0.063, 0.020], [0.111, 0.032, 0.001], [0.001, 0.098, 0.049]]
}

---

{
  "formula": "C36H37F3N8O3S2Ta",
  "method": "ωB97M-V with the def2-TZVPD basis set",
  "multiplicity": 2,
  "e_homo_ev": [-12.44, -12.65],
  "lumo_energy_ev": [-5.7, -6.1],
  "total_charge": 2,
  "orbital_gap_ev": [6.70, 6.55],
  "total_energy_ev": -87360.8374,
  "de_lowest_ev": 0.0000,
  "symbols": ["Ta", "C", "O", "C", "C", "C", "C", "C", "C", "N", "N", "C", "C", "O", "C", "C", "C", "C", "C", "C", "C", "C", "H", "H", "H", "H", "H", "H", "H", "H", "H", "H", "H", "H", "H", "O", "N", "C", "C", "C", "C", "C", "S", "H", "H", "H", "H", "C", "C", "N", "C", "S", "N", "C", "C", "H", "H", "H", "H", "H", "H", "H", "H", "H", "H", "H", "H", "N", "C", "C", "N", "C", "H", "H", "H", "H", "F", "C", "F", "F", "C", "C", "C", "N", "C", "C", "H", "H", "H", "H"],
  "positions_angstrom": [[0.131, 0.041, -0.290], [1.156, -1.153, -3.301], [1.118, -0.020, -2.396], [1.467, 1.210, -2.951], [1.599, 1.439, -4.307], [1.966, 2.712, -4.725], [2.190, 3.726, -3.802], [2.053, 3.478, -2.448], [1.694, 2.207, -2.018], [1.491, 1.844, -0.651], [1.966, 2.696, 0.151], [1.842, 2.597, 1.506], [1.246, 1.526, 2.175], [0.710, 0.508, 1.514], [1.204, 1.496, 3.584], [1.729, 2.529, 4.300], [2.337, 3.650, 3.672], [2.877, 4.707, 4.436], [3.476, 5.770, 3.820], [3.557, 5.806, 2.417], [3.039, 4.793, 1.652], [2.412, 3.691, 2.265], [2.147, -1.196, -3.748], [0.379, -1.050, -4.053], [0.984, -2.035, -2.694], [1.432, 0.663, -5.038], [2.074, 2.907, -5.783], [2.470, 4.713, -4.142], [2.215, 4.255, -1.716], [0.752, 0.641, 4.066], [1.693, 2.502, 5.383], [2.814, 4.658, 5.516], [3.892, 6.577, 4.407], [4.040, 6.644, 1.933], [3.120, 4.829, 0.576], [-1.037, -1.463, 0.489], [-0.509, -2.526, 1.130], [-1.361, -3.262, 1.879], [-0.913, -4.376, 2.526], [0.435, -4.736, 2.395], [1.274, -3.976, 1.618], [0.791, -2.840, 0.954], [1.744, -1.866, -0.103], [-2.370, -2.880, 1.918], [-1.599, -4.954, 3.127], [0.815, -5.612, 2.902], [2.316, -4.231, 1.491], [-2.159, -3.523, -3.570], [-1.992, -3.283, -2.079], [-3.051, -2.441, -1.518], [-3.060, -1.114, -1.461], [-1.749, -0.191, -2.149], [-4.123, -0.520, -0.934], [-4.394, 0.918, -0.881], [-5.383, 1.345, -1.952], [-1.363, -4.172, -3.936], [-2.120, -2.581, -4.117], [-3.111, -4.008, -3.787], [-1.041, -2.800, -1.861], [-2.017, -4.223, -1.527], [-3.896, -2.922, -1.242], [-4.892, -1.116, -0.655], [-3.446, 1.431, -0.995], [-4.773, 1.136, 0.119], [-4.985, 1.142, -2.946], [-5.577, 2.415, -1.872], [-6.336, 0.826, -1.847], [-1.966, 3.689, 1.097], [-1.864, 4.032, -0.232], [-1.369, 2.937, -0.856], [-1.156, 1.933, 0.081], [-1.526, 2.433, 1.246], [-2.299, 4.282, 1.840], [-2.151, 4.998, -0.606], [-1.151, 2.794, -1.900], [-1.516, 1.892, 2.178], [-2.786, -1.219, 7.923], [-3.790, -1.234, 7.039], [-4.778, -0.475, 7.516], [-4.240, -2.497, 6.960], [-3.324, -0.765, 5.680], [-4.116, 0.051, 4.892], [-3.640, 0.405, 3.637], [-2.471, -0.004, 3.147], [-1.716, -0.773, 3.933], [-2.094, -1.186, 5.198], [-5.073, 0.409, 5.245], [-4.236, 1.043, 2.992], [-0.750, -1.062, 3.529], [-1.443, -1.807, 5.798]],
  "atomic_forces_ev_per_a": [[0.444, 0.193, -0.143], [0.003, 0.023, 0.073], [-0.063, -0.014, -0.043], [-0.021, -0.099, 0.015], [0.023, 0.066, 0.008], [-0.005, -0.008, 0.020], [-0.001, -0.023, -0.032], [-0.010, 0.014, 0.040], [0.023, 0.011, 0.045], [-0.188, -0.258, -0.004], [-0.028, -0.015, 0.130], [0.044, 0.035, -0.126], [-0.044, -0.158, -0.052], [-0.295, 0.097, -0.008], [-0.019, -0.015, -0.030], [0.023, 0.049, -0.004], [-0.021, -0.038, 0.027], [-0.007, -0.008, 0.011], [0.007, 0.011, 0.003], [-0.001, -0.001, 0.003], [-0.014, -0.028, 0.035], [0.014, 0.013, -0.051], [-0.006, -0.005, -0.018], [-0.013, 0.000, -0.013], [0.000, 0.017, -0.020], [-0.008, -0.026, 0.004], [0.001, 0.005, 0.001], [0.000, 0.001, 0.002], [0.000, 0.003, -0.008], [0.011, 0.019, 0.013], [0.004, 0.005, 0.002], [0.001, 0.000, -0.001], [0.003, 0.005, -0.008], [0.003, 0.004, 0.008], [0.003, 0.000, -0.009], [0.069, 0.114, 0.028], [-0.034, -0.007, 0.016], [0.007, 0.025, -0.009], [0.057, -0.042, 0.016], [-0.044, 0.014, 0.001], [-0.019, 0.017, -0.005], [0.024, 0.019, 0.004], [-0.159, 0.055, -0.138], [0.004, 0.015, -0.006], [0.002, 0.000, 0.000], [-0.003, -0.001, 0.002], [0.003, 0.003, -0.002], [-0.013, 0.016, 0.009], [0.030, 0.024, -0.009], [-0.025, -0.040, -0.049], [0.006, 0.054, -0.009], [0.148, -0.056, 0.188], [0.034, -0.014, -0.002], [-0.017, 0.010, -0.037], [0.008, 0.005, 0.006], [0.004, -0.003, 0.002], [0.002, -0.003, -0.001], [0.005, -0.002, 0.001], [-0.012, -0.021, 0.018], [-0.011, -0.006, -0.004], [0.017, -0.002, 0.020], [0.012, -0.001, 0.020], [0.014, 0.007, 0.009], [-0.016, -0.007, 0.004], [0.005, 0.005, 0.002], [-0.003, -0.002, -0.003], [0.002, -0.002, -0.001], [-0.005, 0.012, -0.002], [-0.061, -0.002, -0.030], [0.041, -0.070, 0.079], [0.081, 0.090, -0.073], [-0.028, -0.117, -0.013], [0.011, 0.002, -0.001], [-0.002, -0.001, 0.008], [0.005, 0.017, -0.011], [0.007, -0.002, 0.019], [0.014, 0.009, 0.000], [0.001, -0.013, -0.010], [-0.001, 0.012, -0.019], [-0.004, -0.002, -0.005], [-0.030, 0.000, 0.025], [-0.002, 0.007, -0.015], [-0.030, -0.129, 0.021], [0.025, 0.126, 0.116], [0.030, 0.013, -0.018], [0.015, 0.006, 0.008], [-0.002, 0.001, -0.004], [-0.009, 0.013, 0.000], [-0.016, -0.017, -0.011], [0.001, -0.003, -0.004]]
}

---

{
  "formula": "C7H13N4O2S",
  "method": "ωB97M-V with the def2-TZVPD basis set",
  "multiplicity": 1,
  "e_homo_ev": -13.00,
  "lumo_energy_ev": -3.7,
  "total_charge": 1,
  "orbital_gap_ev": 9.27,
  "total_energy_ev": -28350.0241,
  "de_lowest_ev": 2.5735,
  "symbols": ["C", "C", "C", "C", "C", "C", "C", "N", "N", "N", "N", "O", "O", "S", "H", "H", "H", "H", "H", "H", "H", "H", "H", "H", "H", "H", "H"],
  "positions_angstrom": [[-3.367, 1.540, -0.292], [-3.105, 0.188, -0.353], [-1.337, 1.249, 0.340], [-3.885, -1.043, -0.624], [-0.056, 1.714, 1.005], [3.637, 0.311, -0.748], [4.186, -1.979, -0.679], [-0.914, -2.210, 1.589], [-1.824, 0.009, 0.171], [-2.300, 2.195, 0.028], [3.372, -1.090, -0.301], [-3.360, -2.114, -0.307], [0.432, -1.017, -0.021], [-0.996, -1.789, 0.161], [-4.188, 2.018, -0.759], [-4.851, -0.888, -1.068], [0.478, 0.819, 1.230], [0.467, 2.447, 0.418], [-0.413, 2.255, 1.857], [4.767, 0.608, -1.000], [3.011, 0.827, -1.610], [3.494, 0.962, 0.212], [1.424, -1.182, 0.143], [4.914, -1.644, -1.450], [4.176, -2.928, -0.208], [-1.634, -2.457, 2.199], [-2.126, 3.197, 0.067]],
  "atomic_forces_ev_per_a": [[-3.257, -2.081, -2.850], [0.005, -0.166, 1.220], [0.780, 0.421, 0.598], [1.969, -0.048, 1.101], [-1.760, -0.614, -0.806], [1.092, 2.831, 0.448], [0.492, 2.019, -0.885], [1.123, 0.685, -1.473], [-0.328, 2.965, -0.841], [3.619, -0.460, 1.441], [-0.649, 1.259, -0.363], [-1.698, 1.251, -0.667], [-0.120, 0.079, -0.776], [3.171, 0.076, 1.687], [-0.897, 0.423, 0.076], [-0.753, -0.502, -0.335], [0.797, -0.037, 0.411], [0.461, -0.049, -0.576], [0.153, 0.057, 1.000], [-2.172, -1.348, 0.255], [0.819, -1.715, 1.787], [-0.114, -1.082, -1.734], [-0.925, -0.780, 0.047], [0.087, -0.913, 0.646], [-0.111, -1.018, -0.086], [-1.473, -0.863, 0.640], [-0.311, -0.391, 0.034]]
}